# 1
Entry from the OMol25 dataset: a cluster of 2 separate species, C11H16N3 in total (wB97M-V/def2-TZVPD).

Summary:
- Relative energy (zero: lowest compared OMol25 entry of this formula, charge and spin): 381.9 kJ/mol
- E_LUMO (alpha / beta): -2.627 / -2.627 eV
- DFT total energy: -16126.567 eV
- Charge: +1

Last column: Löwdin charge in e.
Cartesian coordinates (Å):
C -3.7420 0.6093 -0.7094  -0.115
C -3.2197 0.9398 0.5516  -0.066
C -3.0286 0.8568 -1.8314  -0.112
C -1.9277 1.4687 0.6289  -0.027
C -1.7195 1.3947 -1.8493  -0.072
C -1.2038 1.7477 -0.5932  -0.270
C 0.0017 2.4535 -0.3970  -0.023
C 0.7484 -0.8156 -0.3488  -0.197
C 1.7787 3.9575 0.1860  -0.025
C 2.5620 -0.6438 1.2372  0.004
C 1.3902 -2.7918 0.5579  -0.028
N 0.7423 3.3109 -0.0859  -0.003
N 1.6553 -1.3921 0.4015  -0.188
N -0.2380 -1.2518 -1.0173  0.200
H -4.7348 0.0825 -0.7174  0.131
H -3.8886 0.7627 1.4122  0.120
H -3.6256 0.5968 -2.7362  0.127
H -1.3161 1.7343 1.5737  0.144
H -1.1036 1.6361 -2.7437  0.136
H 2.1589 4.5998 -0.5920  0.074
H 0.9102 0.3752 -0.4235  0.176
H 2.1718 4.0239 1.2105  0.083
H 3.5337 -1.1857 1.3570  0.128
H 2.8394 0.1811 0.6451  0.081
H 2.1051 -0.3979 2.1388  0.085
H 1.9533 -3.2771 1.4549  0.147
H 0.3405 -2.8265 0.6213  0.059
H 1.7322 -3.2829 -0.4500  0.146
H -0.9178 -0.5943 -1.5490  0.144
H -0.4444 -2.2671 -1.0153  0.141

Cartesian forces (eV/Å) of the 6 atoms listed first:
C -1.117 -0.612 1.956
C 0.547 -0.070 0.423
C -0.179 -0.374 -2.601
C 0.792 0.307 0.334
C -0.144 0.330 0.254
C -1.141 0.620 1.296



# 2
Entry from the OMol25 dataset: an isolated molecule of C11H16N4O3 (wB97M-V/def2-TZVPD).

Summary:
- Relative energy (zero: lowest compared OMol25 entry of this formula, charge and spin): 384.2 kJ/mol
- SMILES string: O=C(O)[C@H](Cc1c[nH]cn1)NC(=O)[C@@H]1CCCN1
- E_LUMO: 0.626 eV
- DFT total energy: -23767.016 eV

Last column: Löwdin charge in e.
Cartesian coordinates (Å):
O -2.9669 -2.2106 -0.0465  0.102
C -2.3847 -1.2140 -0.4428  -0.478
O -2.9854 -0.1232 -0.9035  0.103
C -0.8715 -1.1763 -0.5148  -0.285
C -0.1558 -2.1527 0.4253  -0.049
C 1.4165 -2.0652 0.5185  -0.219
C 2.2267 -1.3032 1.4080  -0.028
N 3.5487 -1.7998 1.1779  0.013
C 3.5210 -2.8525 0.2904  -0.181
N 2.2666 -3.0054 -0.1450  0.061
N -0.6251 0.1834 -0.4118  0.083
C -0.7190 1.1457 0.6321  -0.477
O -1.5040 1.2004 1.4597  0.145
C 0.1967 2.4052 0.5369  -0.339
C -0.7205 3.4520 0.1090  -0.169
C -1.0053 3.0124 -1.3423  -0.144
C 0.4183 2.8332 -1.7796  -0.180
N 1.0441 2.3270 -0.5491  -0.060
H -3.9169 -0.4494 -1.1944  0.188
H -0.5153 -1.4253 -1.4635  0.146
H -0.6545 -1.8368 1.3189  0.111
H -0.3834 -3.1808 0.0379  0.138
H 1.8103 -0.5903 2.0960  0.099
H 4.4249 -1.7623 1.7427  0.156
H 4.3167 -3.4027 -0.0193  0.082
H 0.3349 0.4026 -0.8189  0.149
H 0.4893 2.5690 1.6567  0.196
H -0.1023 4.3878 0.3564  0.155
H -1.5523 3.4547 0.7478  0.097
H -1.5690 3.8142 -1.8181  0.114
H -1.6849 2.1759 -1.2627  0.096
H 0.6313 2.0998 -2.6528  0.143
H 0.8227 3.8189 -1.9094  0.103
H 2.0237 2.5475 -0.4432  0.127

Cartesian forces (eV/Å) of the 6 atoms listed first:
O 0.033 1.160 -0.498
C -0.156 -3.370 0.523
O -2.583 -0.705 -1.362
C -1.070 -0.169 0.859
C 1.231 -0.058 -0.811
C 1.747 -0.260 0.882



# 3
Entry from the OMol25 dataset: an isolated molecule of C11H16N6O3S (wB97M-V/def2-TZVPD).

Summary:
- Relative energy (zero: lowest compared OMol25 entry of this formula, charge and spin): 2.3 kJ/mol
- SMILES string: CCOC(=O)C1=C(CSc2n[nH]c(N)n2)NC(=O)N[C@H]1C
- E_LUMO: 0.570 eV
- DFT total energy: -37586.678 eV

Last column: Löwdin charge in e.
Cartesian coordinates (Å):
C -4.1162 -2.6473 -0.4450  -0.059
C -3.0079 -2.5401 0.5933  -0.210
O -2.0301 -1.5721 0.2171  -0.055
C -2.2905 -0.2918 0.5368  -0.446
O -3.3006 0.0489 1.1145  0.102
C -1.2368 0.6489 0.1582  -0.055
C -0.1199 0.3913 -0.5635  -0.240
C 0.2497 -0.9099 -1.1899  -0.353
S 1.1524 -1.9785 0.0057  1.000
C 2.7074 -1.2109 -0.0292  -0.711
N 3.0407 -0.2337 -0.8483  0.014
N 4.3317 0.0346 -0.5084  0.076
C 4.6950 -0.7898 0.5018  -0.452
N 5.8932 -0.7398 1.1312  0.151
N 3.6975 -1.5937 0.8094  0.113
N 0.8017 1.3913 -0.7576  0.156
C 0.8975 2.5006 0.0787  -0.541
O 1.9102 3.1658 0.1175  0.056
N -0.1924 2.7206 0.8404  0.131
C -1.4701 2.0701 0.6272  -0.296
C -2.3246 2.8376 -0.3900  -0.027
H -4.6517 -1.7035 -0.5119  0.076
H -3.6993 -2.8883 -1.4202  0.076
H -4.8135 -3.4277 -0.1545  0.077
H -3.4286 -2.2603 1.5645  0.123
H -2.4545 -3.4773 0.6809  0.125
H 0.9124 -0.7603 -2.0408  0.085
H -0.6251 -1.4882 -1.4707  0.077
H 4.8018 0.8288 -0.9093  0.159
H 6.6732 -0.3542 0.6263  0.099
H 6.0902 -1.5328 1.7186  0.104
H 1.6894 1.1050 -1.1726  0.105
H -0.1754 3.5519 1.4100  0.155
H -2.0055 2.0409 1.5825  0.147
H -2.4818 3.8604 -0.0551  0.076
H -1.8308 2.8554 -1.3591  0.084
H -3.2888 2.3481 -0.4887  0.079

Cartesian forces (eV/Å) of the 6 atoms listed first:
C 0.340 0.166 0.187
C -0.515 -0.231 0.148
O 0.191 -0.028 -0.113
C 0.034 0.154 0.012
O 0.018 -0.082 -0.046
C 0.136 0.218 0.057



# 4
Entry from the OMol25 dataset: the ion C11H16NO with charge +1 (wB97M-V/def2-TZVPD).

Summary:
- Relative energy (zero: lowest compared OMol25 entry of this formula, charge and spin): 256.5 kJ/mol
- SMILES string: CO[C@]1(C)CCc2ccc(C)c[n+]21
- E_LUMO: -4.168 eV
- DFT total energy: -15195.895 eV
- Charge: +1

Last column: Löwdin charge in e.
Cartesian coordinates (Å):
C -1.4744 -1.8897 -1.1345  -0.058
O -2.0088 -0.5760 -1.0645  -0.067
C -1.5533 0.1986 -0.0384  -0.369
C -1.8676 -0.6576 1.5948  0.081
C -2.0722 1.6010 -0.0555  -0.037
C -0.8592 2.4299 -0.6053  -0.044
C 0.3295 1.5904 -0.3274  -0.166
C 1.6627 1.8961 -0.3907  0.048
C 2.6202 0.8844 -0.1999  0.043
C 2.2046 -0.3877 0.1330  -0.232
C 2.9959 -1.6406 0.3454  -0.051
C 0.8442 -0.5821 0.3887  0.006
N -0.0579 0.3573 0.0119  0.075
H -1.7517 -2.2799 -2.1161  0.106
H -1.7652 -2.4861 -0.2278  0.094
H -0.3049 -1.9563 -1.1597  0.110
H -2.4667 0.0903 2.0756  0.042
H -0.8814 -0.8632 2.0485  0.050
H -2.4013 -1.6951 1.4055  0.100
H -2.2969 1.9659 0.9633  0.137
H -2.9317 1.6197 -0.6656  0.122
H -0.8601 3.4131 -0.3594  0.092
H -0.8756 2.6136 -1.7218  0.164
H 2.0080 2.9152 -0.4716  0.135
H 3.7048 1.0378 -0.4494  0.157
H 2.9947 -2.3486 -0.5855  0.129
H 4.0447 -1.4262 0.7680  0.112
H 2.6008 -2.2922 1.1965  0.104
H 0.4185 -1.5322 0.6419  0.119

Cartesian forces (eV/Å) of the 6 atoms listed first:
C 1.943 -0.757 0.198
O 0.808 0.295 -0.455
C -0.258 -3.115 4.696
C 0.177 -0.843 -3.604
C 1.680 0.795 0.387
C -1.037 -2.228 -2.761



# 5
Entry from the OMol25 dataset: a cluster of 2 separate species, C11H16NO2 in total (wB97M-V/def2-TZVPD).

Summary:
- Relative energy (zero: lowest compared OMol25 entry of this formula, charge and spin): 85.0 kJ/mol
- 2S+1: 3
- E_LUMO (alpha / beta): -2.676 / -5.242 eV
- DFT total energy: -17237.721 eV
- Charge: +1

Last column: Löwdin charge in e.
Cartesian coordinates (Å):
C 4.3582 -0.2681 0.0067  -0.086
C 3.7711 0.0524 1.1948  -0.089
C 3.5923 -0.3348 -1.1331  -0.099
C 2.4341 0.3530 1.2785  -0.101
C 2.2251 -0.1770 -1.0940  -0.110
C 1.7263 0.1674 0.1669  -0.061
C -1.9400 2.2850 0.4773  -0.058
C -1.6954 2.0785 -1.0163  -0.074
C -0.6149 0.5393 0.1539  -0.363
C -2.6079 -1.0657 0.3910  0.066
C -0.3263 -1.9579 -0.2721  0.002
N -1.0981 -0.9287 0.4766  -0.096
O -1.0802 1.3146 1.1124  0.050
O -1.0313 0.8266 -1.0837  0.014
H 5.3833 -0.6808 0.0555  0.129
H 4.3302 0.1513 2.0437  0.086
H 3.9718 -0.8386 -2.1394  0.157
H 1.9254 0.5330 2.2762  0.136
H 1.5234 -0.4345 -1.9536  0.124
H -1.7134 3.2959 0.7515  0.137
H -2.9225 1.9983 0.7634  0.120
H -2.6880 1.7862 -1.4072  0.141
H -1.3223 2.7990 -1.6687  0.124
H -2.7307 -2.0947 0.5950  0.098
H -3.0867 -0.5061 1.1520  0.094
H -2.8063 -0.5167 -0.5398  0.117
H 0.7268 -2.0065 -0.0072  0.086
H -0.7556 -2.9841 -0.0380  0.124
H -0.5116 -1.6355 -1.3913  0.151
H -0.9292 -1.1148 1.4647  0.179

Cartesian forces (eV/Å) of the 6 atoms listed first:
C 1.315 -0.980 0.097
C -0.245 0.620 -0.786
C 0.551 -2.395 -3.520
C -1.426 -0.015 2.339
C -1.909 0.273 0.344
C 1.613 -0.374 -2.311



# 6
Entry from the OMol25 dataset: an isolated molecule of C11H16NOP (wB97M-V/def2-TZVPD).

Summary:
- Relative energy (zero: lowest compared OMol25 entry of this formula, charge and spin): 138.6 kJ/mol
- SMILES string: CC(C)(C)[C@@H]1Nc2ccccc2[P@H]1=O
- E_LUMO: 0.653 eV
- DFT total energy: -24491.571 eV

Last column: Löwdin charge in e.
Cartesian coordinates (Å):
C -2.2676 -0.8082 -0.9972  -0.095
C -1.6006 0.1558 -0.0980  -0.614
C -2.2615 1.4866 -0.2016  -0.068
C -1.3055 -0.3714 1.3184  -0.041
C -0.1924 0.4294 -0.7730  -0.341
N 0.7180 -0.6703 -0.6373  0.004
C 2.0539 -0.4539 -0.3326  -0.308
C 2.9716 -1.4636 -0.4034  -0.035
C 4.2479 -1.1216 -0.1288  -0.112
C 4.6617 0.1369 0.1065  -0.118
C 3.7633 1.1946 0.2076  -0.039
C 2.3820 0.8566 -0.0529  -0.136
P 0.6641 1.8774 0.1185  0.818
O 0.5295 3.2425 -0.3534  -0.386
H -2.1547 -1.9875 -0.9033  0.121
H -1.9053 -0.8089 -2.0774  0.099
H -3.3566 -0.6351 -1.0765  0.083
H -2.5643 1.6804 -1.3099  0.137
H -3.1890 1.4987 0.3264  0.079
H -1.5500 2.2580 0.1683  0.050
H -0.5443 0.2971 1.8765  0.079
H -0.8073 -1.3390 1.3729  0.080
H -2.1638 -0.5911 1.8179  0.044
H -0.2358 0.7253 -1.7536  0.101
H 0.4007 -1.5621 -1.0586  0.157
H 2.7547 -2.4219 -0.7659  0.103
H 4.9560 -1.9343 -0.1831  0.112
H 5.6441 0.4574 0.2817  0.087
H 4.0961 2.1959 0.3675  0.096
H 0.2106 1.8501 1.4769  0.044

Cartesian forces (eV/Å) of the 6 atoms listed first:
C -1.352 -4.001 -2.695
C 3.239 -0.421 -0.681
C -0.432 0.994 -1.457
C 3.111 0.963 -0.558
C 0.735 0.142 4.105
N -0.705 -1.588 -0.357



Short version: largest force on an atom = 7.206 7.441 1.007 5.641 4.293 5.010 eV/A, in the order given.